Computed, not measured: C21H29BN8O2RuS as an isolated structure at a distorted geometry, with ωB97M-V/def2-TZVPD.

Output
DFT total energy	-52349.9790	eV
energy above the lowest of the compared OMol25 structures with the same formula, charge and spin	154.74	kJ/mol
orbital gap (spin up / spin down)	8.8 / 5.9	eV
<S²>	8.757
LUMO energy (spin up / spin down)	-0.08468 / -0.19127	Eh
2S+1	6
net charge	+1

Last column: Löwdin spin population.
Cartesian coordinates (Å):
Ru (0.203663, 0.107455, 0.043943)  3.997
B (-0.482768, 1.722292, 3.444806)  0.000
N (-1.067155, 2.253478, 2.120303)  0.011
C (-1.566326, 3.491873, 2.016358)  0.021
C (-2.127762, 3.652085, 0.761003)  0.010
C (-1.909207, 2.431353, 0.138800)  0.021
N (-1.279306, 1.591413, 0.975998)  0.111
N (0.175068, 0.336975, 3.296297)  0.010
C (0.817825, -0.258856, 4.309108)  0.028
C (1.268282, -1.500654, 3.897867)  0.010
C (0.858540, -1.589322, 2.576284)  0.027
N (0.190800, -0.476162, 2.228678)  0.131
H (-1.375498, 1.641617, 4.255356)  0.000
H (0.332920, 2.509719, 3.855899)  0.000
H (-1.512781, 4.166448, 2.853970)  0.001
H (-2.622235, 4.519924, 0.361327)  0.001
H (-2.217814, 2.112554, -0.844072)  0.000
H (0.885903, 0.232456, 5.265036)  0.002
H (1.817965, -2.232137, 4.462962)  0.001
H (1.008344, -2.402355, 1.890062)  0.001
C (8.392949, 2.319766, 1.954458)  0.000
C (7.198176, 1.567584, 1.443885)  0.003
C (5.989085, 1.589873, 2.139838)  0.000
C (4.882731, 0.913222, 1.660037)  0.003
C (4.995304, 0.207422, 0.469768)  0.006
C (6.180381, 0.167986, -0.245633)  0.003
C (7.278024, 0.848671, 0.251673)  0.001
S (3.555747, -0.614316, -0.125410)  0.018
O (3.128087, -1.622066, 0.805865)  0.001
O (3.728574, -1.040279, -1.495342)  0.007
N (2.392332, 0.555177, -0.058727)  0.176
C (2.299216, 1.545593, -0.999775)  0.022
C (3.265342, 1.924923, -1.945234)  0.009
C (2.939284, 2.917968, -2.844279)  0.004
C (1.694241, 3.544339, -2.782369)  0.012
C (0.807109, 3.124525, -1.814757)  0.012
N (1.094921, 2.144777, -0.954896)  0.104
H (8.300539, 2.539485, 3.016250)  0.000
H (8.494864, 3.268279, 1.422884)  0.000
H (9.309481, 1.754062, 1.792028)  0.000
H (5.916060, 2.144675, 3.066594)  0.000
H (3.939977, 0.919061, 2.193021)  0.000
H (6.234824, -0.395128, -1.169159)  0.000
H (8.213718, 0.822512, -0.292732)  0.000
H (4.220475, 1.425301, -1.968195)  0.001
H (3.655796, 3.209804, -3.601304)  0.000
H (1.426212, 4.340926, -3.460327)  0.001
H (-0.163711, 3.592341, -1.695369)  0.001
N (0.704312, -2.062108, -0.913305)  0.105
C (0.186042, -2.795693, -2.082419)  0.012
C (0.113378, -1.896829, -3.308378)  0.001
C (-1.031319, -0.897848, -3.226985)  0.009
N (-0.762382, 0.176773, -2.248275)  0.091
H (1.681881, -1.848033, -1.096084)  0.002
H (0.716560, -2.685846, -0.112097)  0.003
H (-0.807063, -3.181237, -1.848814)  0.000
H (0.838531, -3.644501, -2.297860)  0.004
H (-0.021734, -2.512499, -4.196696)  0.000
H (1.066726, -1.367734, -3.423239)  0.000
H (-1.941385, -1.417390, -2.925498)  0.000
H (-1.203530, -0.463472, -4.214551)  0.004
H (-1.586515, 0.765022, -2.181955)  0.002
H (-0.015995, 0.763751, -2.612525)  0.002

Forces on the atoms, in the same order (eV/Å):
0.2 0.4 0.7
-0.2 0.3 0.7
0.0 0.6 -0.3
0.0 -0.2 0.0
0.0 -0.1 -0.2
-0.3 0.2 0.2
0.2 -0.5 -0.8
0.5 -0.2 0.2
-0.2 0.1 -0.2
0.0 -0.2 -0.2
0.0 -0.1 0.6
0.1 -0.3 -1.1
-0.1 -0.1 -0.1
0.1 0.0 -0.2
0.0 0.0 0.0
0.0 0.0 0.0
0.0 0.0 0.1
0.0 0.0 0.0
0.0 0.0 0.0
0.0 0.0 0.0
0.0 0.0 0.0
0.0 0.0 0.0
0.0 0.0 0.0
0.0 0.0 0.0
-0.3 0.0 -0.1
0.0 -0.1 -0.1
0.0 0.0 0.0
0.0 0.3 0.1
0.0 0.1 0.1
0.2 0.1 0.0
-0.6 -0.9 0.2
0.3 0.6 -0.5
-0.1 0.0 0.1
0.0 0.0 0.1
-0.1 0.0 0.1
-0.1 0.3 -0.1
0.2 -0.6 0.1
0.0 0.0 0.0
0.0 0.0 0.0
0.0 0.0 0.0
0.0 0.0 0.0
0.0 0.1 0.0
0.0 0.0 0.0
0.0 0.0 0.0
0.0 0.0 -0.1
0.0 0.0 0.0
0.0 0.0 0.0
0.0 -0.1 0.0
-0.1 0.3 0.5
-0.1 0.1 -0.3
-0.1 0.1 0.3
0.1 -0.3 -0.1
0.1 0.1 0.4
0.1 -0.2 -0.1
0.1 0.0 0.0
0.0 0.0 0.0
0.0 0.0 0.1
0.0 0.0 0.0
0.0 0.0 -0.1
0.0 0.1 0.0
-0.1 0.0 0.0
0.1 0.1 -0.1
-0.1 0.1 -0.1

Computed, not measured: one molecule with the formula CHN3O2 at a distorted geometry, with ωB97M-V/def2-TZVPD.

Output
DFT total energy	-9611.9399	eV
energy above the lowest of the compared OMol25 structures with the same formula, charge and spin	527.41	kJ/mol
orbital gap (spin up / spin down)	9.4 / 9.4	eV
LUMO energy (spin up / spin down)	-0.04105 / -0.04101	Eh
2S+1	1
SMILES string	N#C/[N+]([O-])=N/O

Last column: Löwdin charge in e.
Cartesian coordinates (Å):
C (1.504121, 0.531604, -0.122919)  -0.179
N (2.580472, 0.907383, -0.031091)  0.217
N (-0.721060, 0.379957, -0.097873)  0.026
N (0.357523, -0.231989, -0.024555)  -0.202
O (0.662273, -1.623620, -0.065045)  -0.079
O (-1.863237, -0.268785, -0.060958)  0.066
H (-2.520089, 0.305453, 0.402442)  0.152

Forces on the atoms, in the same order (eV/Å):
-0.2 -0.6 0.5
0.2 0.5 -0.2
0.2 3.0 0.7
0.7 -5.9 -1.2
-1.5 4.8 0.4
-0.2 -1.7 0.5
0.9 -0.1 -0.7

Computed, not measured: a 4-piece molecular cluster, C2H12NO3 overall, with ωB97M-V/def2-TZVPD.

Output
DFT total energy	-9894.5052	eV
energy above the lowest of the compared OMol25 structures with the same formula, charge and spin	90.58	kJ/mol
orbital gap	11.0	eV
LUMO energy	-0.16635	Eh
2S+1	1
net charge	+1

Last column: Löwdin charge in e.
Cartesian coordinates (Å):
C (-0.558803, -2.050493, 0.659884)  0.013
C (1.317014, -0.568333, 1.040707)  0.156
N (0.352731, -0.945191, 0.298270)  0.003
H (-1.488123, -1.960914, 0.117491)  0.099
H (-0.023589, -2.992269, 0.531858)  0.111
H (-0.754840, -1.932006, 1.713404)  0.095
H (1.707599, -1.303237, 1.741247)  0.130
H (1.755177, 0.412224, 0.873107)  0.109
H (0.228805, -0.465641, -0.611953)  0.098
H (-1.266668, 3.031843, 1.143579)  0.068
H (-0.914353, 1.918438, 2.065915)  0.058
O (-0.819099, 2.175131, 1.139510)  -0.048
H (-0.230238, 0.266704, -2.468003)  0.040
H (-1.202606, -0.836877, -2.920839)  0.071
O (-0.893035, -0.359931, -2.142865)  -0.052
H (1.471407, 2.164332, -1.589539)  0.077
H (0.327443, 1.940458, -0.515238)  0.028
O (0.991182, 1.505760, -1.076535)  -0.055

Forces on the atoms, in the same order (eV/Å):
1.0 -0.1 0.2
0.1 -0.5 -0.6
0.2 0.3 -0.1
0.1 -0.1 -0.4
-0.4 -0.1 -0.3
-0.2 0.0 0.3
-0.4 0.6 0.7
0.3 -0.4 -0.3
-0.7 0.2 0.5
0.0 0.0 -0.3
0.2 -0.2 -0.1
-0.2 0.2 0.4
-0.2 0.1 0.0
0.0 0.0 0.1
0.3 0.0 -0.1
-0.1 0.1 0.2
0.2 0.2 -0.1
-0.1 -0.3 0.0

Computed, not measured: one molecule with the formula C23H35N3O4S at a distorted geometry, with ωB97M-V/def2-TZVPD.

Output
DFT total energy	-47914.7612	eV
energy above the lowest of the compared OMol25 structures with the same formula, charge and spin	200.04	kJ/mol
orbital gap	8.8	eV
LUMO energy	0.02480	Eh
2S+1	1
SMILES string	COc1cc(CN(C(=S)NCC(=O)NC2CCCC2)C2CCCC2)cc(OC)c1OC

Last column: Löwdin charge in e.
Cartesian coordinates (Å):
C (-3.178425, -4.196680, 1.500285)  -0.058
H (-3.580068, -3.215472, 1.763040)  0.100
O (-1.771860, -4.149606, 1.362538)  -0.057
C (-1.188007, -3.205104, 0.584867)  -0.187
C (0.157055, -2.977028, 0.886346)  0.023
C (0.896246, -2.029275, 0.206838)  -0.227
C (0.300906, -1.318109, -0.827029)  0.027
C (-1.020980, -1.551000, -1.169344)  -0.179
C (-1.794310, -2.485813, -0.452612)  -0.139
O (-3.098852, -2.741724, -0.792750)  -0.096
C (-3.987114, -1.633406, -0.798471)  -0.061
H (-3.902019, -1.061091, -1.724691)  0.084
H (-4.987559, -2.058748, -0.723795)  0.094
H (-3.795760, -0.982608, 0.058127)  0.076
O (-1.647884, -0.914890, -2.201577)  -0.089
C (-0.880354, -0.096682, -3.050131)  -0.069
H (-0.470686, 0.768600, -2.520574)  0.083
H (-0.065550, -0.659695, -3.516486)  0.102
H (-1.566756, 0.247057, -3.822751)  0.100
H (0.873472, -0.567608, -1.346016)  0.102
C (2.309561, -1.697960, 0.634313)  -0.091
N (2.529644, -0.260919, 0.694515)  -0.084
C (1.692817, 0.541753, 1.392493)  -0.747
S (1.790418, 2.206510, 1.306909)  0.707
N (0.779490, -0.043987, 2.198423)  0.038
H (0.622762, -1.035980, 2.087670)  0.107
C (-0.355861, 0.656865, 2.754380)  -0.111
H (-0.037629, 1.651932, 3.072583)  0.088
H (-0.715694, 0.086825, 3.612441)  0.130
C (-1.480755, 0.752283, 1.710155)  -0.470
O (-2.374288, -0.073105, 1.642333)  0.055
N (-1.340242, 1.790622, 0.880987)  0.102
H (-0.531267, 2.393077, 0.993824)  0.035
C (-2.269516, 2.089476, -0.192248)  -0.298
C (-3.497151, 2.828925, 0.353549)  -0.137
H (-3.838150, 2.399045, 1.293242)  0.114
H (-4.308093, 2.772637, -0.373237)  0.120
C (-2.998639, 4.263694, 0.487895)  -0.190
H (-3.811323, 4.982812, 0.574814)  0.105
H (-2.367738, 4.351685, 1.373211)  0.107
C (-2.167456, 4.478121, -0.780736)  -0.176
H (-2.799365, 4.874215, -1.575963)  0.105
H (-1.357323, 5.186150, -0.615206)  0.104
C (-1.636477, 3.085266, -1.172507)  -0.137
H (-0.548886, 3.041698, -1.111466)  0.101
H (-1.925388, 2.840649, -2.194021)  0.105
H (-2.548837, 1.142304, -0.663038)  0.129
C (3.730635, 0.275608, 0.081662)  -0.319
H (3.659672, 1.360168, 0.192987)  0.058
C (3.891103, -0.072299, -1.416019)  -0.127
C (5.216775, -0.828962, -1.534247)  -0.190
C (6.039245, -0.303310, -0.360970)  -0.190
H (6.418548, 0.693089, -0.590573)  0.115
C (5.016950, -0.224560, 0.767875)  -0.128
H (4.855595, -1.217292, 1.190292)  0.110
H (5.325898, 0.440143, 1.572587)  0.116
H (6.882191, -0.947350, -0.115646)  0.108
H (5.058195, -1.903445, -1.420167)  0.107
H (5.701872, -0.660335, -2.494227)  0.106
H (3.934150, 0.849507, -1.995899)  0.116
H (3.054241, -0.658359, -1.792061)  0.097
H (3.017810, -2.102339, -0.091012)  0.128
H (2.521804, -2.168471, 1.603844)  0.136
H (0.588059, -3.552532, 1.691942)  0.130
H (-3.358234, -4.895549, 2.317432)  0.094
H (-3.660649, -4.559396, 0.591064)  0.094

Forces on the atoms, in the same order (eV/Å):
-0.5 -0.1 0.1
0.0 0.0 0.0
0.3 0.0 -0.2
0.0 0.2 -0.2
0.1 0.1 -0.1
-0.2 -0.3 -0.1
0.0 0.1 -0.2
0.0 -0.1 0.0
-0.2 -0.1 0.1
0.6 -0.2 -0.2
-0.3 0.3 0.1
0.0 -0.1 0.1
0.0 0.0 0.0
0.0 0.0 -0.1
-0.2 -0.4 0.4
0.1 0.2 -0.2
0.0 0.0 0.0
0.0 0.0 0.0
0.1 0.0 0.0
0.0 0.1 -0.1
-0.1 -0.1 0.1
-0.3 -0.1 0.2
0.1 -0.1 0.1
0.2 1.0 0.0
0.2 -0.4 -0.2
0.0 0.1 0.0
-0.3 0.1 0.1
0.0 -0.2 0.0
0.0 0.1 -0.1
0.5 0.1 0.5
-0.3 -0.2 0.0
-0.1 0.5 -0.3
0.0 -0.2 0.1
-0.3 -0.4 0.0
0.1 0.0 0.1
-0.1 -0.1 0.0
-0.1 0.0 -0.1
-0.1 0.0 -0.1
0.0 0.1 0.1
0.0 0.0 0.1
0.0 0.1 0.0
0.0 0.1 0.0
0.0 0.1 -0.1
0.1 0.0 0.0
0.1 -0.1 -0.1
0.1 0.0 0.0
0.1 0.1 0.0
0.4 0.2 -0.1
0.0 -0.3 0.0
0.0 -0.1 0.0
0.1 0.1 -0.1
0.0 -0.2 0.1
0.1 0.1 0.0
0.0 0.1 -0.1
0.0 -0.1 0.0
0.0 0.0 0.1
0.1 0.1 0.0
0.0 -0.1 0.0
0.0 -0.1 -0.1
-0.1 0.0 0.0
-0.1 0.0 -0.1
0.0 0.0 0.1
0.0 0.0 -0.1
0.1 0.0 0.1
0.0 0.1 0.0
0.0 0.0 0.1